No. 1
{
  "formula": "C16H30O11S2",
  "method": "ωB97M-V with the def2-TZVPD basis set",
  "multiplicity": 1,
  "orbital_gap_ev": 9.822,
  "homo_ev": -9.777,
  "de_lowest_ev": 0.000,
  "symbols": ["C", "C", "C", "O", "C", "O", "O", "H", "H", "H", "H", "H", "H", "C", "C", "C", "O", "C", "O", "O", "H", "H", "H", "H", "H", "H", "C", "C", "C", "O", "C", "O", "O", "H", "H", "H", "H", "H", "H", "C", "S", "O", "C", "H", "H", "H", "H", "H", "H", "C", "S", "O", "C", "H", "H", "H", "H", "H", "H"],
  "positions_angstrom": [[-1.00, 3.13, -0.53], [-1.08, 4.62, -0.65], [-0.03, 5.48, 0.08], [0.55, 6.27, -0.94], [0.08, 5.86, -2.17], [0.54, 6.22, -3.20], [-0.91, 4.99, -2.02], [-1.92, 2.65, -0.88], [-0.99, 2.80, 0.51], [-0.17, 2.70, -1.09], [-2.06, 5.01, -0.37], [0.70, 4.78, 0.52], [-0.46, 6.00, 0.93], [1.18, -2.31, 3.72], [-0.14, -3.05, 3.51], [-0.19, -3.87, 2.23], [-0.83, -5.07, 2.68], [-0.91, -5.13, 4.03], [-1.29, -6.08, 4.61], [-0.46, -3.92, 4.57], [1.85, -2.29, 2.86], [1.73, -2.81, 4.53], [1.07, -1.29, 4.07], [-0.84, -2.22, 3.38], [0.76, -4.21, 1.81], [-0.80, -3.40, 1.47], [-4.73, -0.24, -0.89], [-4.48, -1.70, -0.97], [-3.82, -2.36, 0.27], [-4.60, -3.50, 0.52], [-5.66, -3.55, -0.31], [-6.43, -4.43, -0.36], [-5.70, -2.43, -1.06], [-5.13, 0.08, 0.08], [-5.49, 0.04, -1.62], [-3.88, 0.42, -1.07], [-3.88, -1.95, -1.85], [-3.81, -1.62, 1.07], [-2.81, -2.66, 0.04], [5.45, 1.08, -3.02], [5.29, 2.06, -1.51], [4.40, 1.35, -0.51], [6.93, 1.73, -0.85], [6.37, 1.34, -3.56], [4.67, 1.38, -3.72], [5.47, 0.01, -2.83], [7.79, 1.90, -1.51], [7.07, 0.65, -0.69], [7.04, 2.20, 0.12], [0.03, -1.12, -2.07], [0.78, -1.29, -0.44], [-0.40, -1.45, 0.49], [1.31, 0.43, -0.20], [-0.38, -2.10, -2.30], [0.81, -0.90, -2.79], [-0.82, -0.45, -2.00], [2.11, 0.33, 0.53], [0.50, 0.86, 0.39], [1.61, 1.02, -1.05]]
}

---

No. 2
{
  "formula": "H6Si2",
  "method": "ωB97M-V with the def2-TZVPD basis set",
  "multiplicity": 1,
  "orbital_gap_ev": 7.739,
  "homo_ev": -8.484,
  "de_lowest_ev": 1.052,
  "symbols": ["Si", "Si", "H", "H", "H", "H", "H", "H"],
  "positions_angstrom": [[-1.98, -0.08, -0.41], [1.21, 0.15, -0.02], [-2.01, 1.19, 0.24], [-1.22, -0.92, 0.54], [1.41, 0.70, 1.33], [0.32, 1.03, -0.77], [0.72, -1.21, -0.04], [2.53, 0.48, -0.63]]
}

---

No. 3
{
  "formula": "C31H29BF4I2N6OZr",
  "method": "ωB97M-V with the def2-TZVPD basis set",
  "charge": 2,
  "multiplicity": 1,
  "orbital_gap_ev": 7.110,
  "homo_ev": -13.057,
  "de_lowest_ev": 0.000,
  "symbols": ["Zr", "C", "N", "C", "C", "C", "C", "C", "C", "N", "C", "C", "C", "C", "C", "C", "N", "C", "C", "C", "C", "C", "N", "H", "H", "H", "H", "H", "H", "H", "H", "H", "H", "H", "H", "H", "H", "H", "H", "H", "H", "I", "C", "C", "C", "I", "C", "O", "C", "C", "N", "C", "C", "C", "C", "C", "C", "N", "C", "H", "H", "H", "H", "H", "H", "H", "H", "H", "H", "H", "F", "B", "F", "F", "F"],
  "positions_angstrom": [[-0.39, -0.03, 0.21], [-0.63, 2.64, -1.81], [-0.86, 2.36, -0.35], [0.07, 3.20, 0.48], [1.50, 3.07, 0.02], [2.43, 4.08, 0.20], [3.70, 3.89, -0.33], [3.97, 2.73, -1.04], [2.97, 1.78, -1.16], [1.76, 1.95, -0.63], [-2.24, 2.80, -0.01], [-2.93, 1.98, 1.03], [-4.14, 2.42, 1.54], [-4.88, 1.57, 2.33], [-4.39, 0.29, 2.57], [-3.16, -0.05, 2.06], [-2.41, 0.79, 1.32], [-0.17, 1.48, -2.65], [0.03, 1.68, -4.01], [0.48, 0.63, -4.79], [0.72, -0.60, -4.19], [0.49, -0.72, -2.84], [0.04, 0.30, -2.08], [-1.56, 3.01, -2.24], [0.09, 3.45, -1.92], [-0.24, 4.24, 0.42], [-0.04, 2.89, 1.53], [2.16, 4.99, 0.72], [4.45, 4.66, -0.21], [4.94, 2.56, -1.48], [3.15, 0.85, -1.69], [-2.24, 3.85, 0.27], [-2.86, 2.71, -0.90], [-4.50, 3.41, 1.30], [-5.84, 1.88, 2.73], [-4.95, -0.44, 3.15], [-2.76, -1.04, 2.24], [-0.17, 2.65, -4.44], [0.64, 0.77, -5.85], [1.08, -1.45, -4.75], [0.67, -1.66, -2.34], [-2.31, -4.72, -5.43], [-2.28, -3.42, -3.82], [-2.83, -2.15, -3.94], [-2.77, -1.26, -2.88], [-3.72, 0.59, -3.07], [-2.15, -1.64, -1.70], [-1.95, -0.76, -0.67], [-1.69, -2.94, -1.53], [-1.33, -3.41, -0.15], [-0.36, -2.57, 0.61], [-0.31, -3.05, 2.01], [-0.34, -1.95, 3.02], [-0.26, -2.26, 4.37], [-0.28, -1.24, 5.30], [-0.38, 0.07, 4.86], [-0.45, 0.29, 3.51], [-0.45, -0.69, 2.59], [-1.75, -3.82, -2.60], [-3.31, -1.84, -4.87], [-0.96, -4.44, -0.20], [-2.24, -3.44, 0.44], [0.57, -2.75, 0.22], [0.57, -3.66, 2.18], [-1.17, -3.69, 2.19], [-0.18, -3.30, 4.67], [-0.22, -1.47, 6.36], [-0.38, 0.91, 5.54], [-0.53, 1.31, 3.13], [-1.38, -4.83, -2.48], [1.57, -0.93, -0.21], [2.34, -0.57, 1.07], [1.45, 0.53, 1.50], [3.57, -0.16, 0.80], [2.22, -1.64, 1.90]]
}

---

No. 4
{
  "formula": "C28H79N7O8",
  "method": "ωB97M-V with the def2-TZVPD basis set",
  "multiplicity": 1,
  "smiles": "COC[C@H](C)N.COC[C@H](C)N.COC[C@H](C)N.COC[C@H](C)N.COC[C@H](C)N.COC[C@H](C)N.COC[C@H](C)N.O",
  "orbital_gap_ev": 9.251,
  "homo_ev": -9.061,
  "de_lowest_ev": 3.646,
  "symbols": ["C", "O", "C", "C", "C", "N", "H", "H", "H", "H", "H", "H", "H", "H", "H", "H", "H", "C", "O", "C", "C", "C", "N", "H", "H", "H", "H", "H", "H", "H", "H", "H", "H", "H", "C", "O", "C", "C", "C", "N", "H", "H", "H", "H", "H", "H", "H", "H", "H", "H", "H", "C", "O", "C", "C", "C", "N", "H", "H", "H", "H", "H", "H", "H", "H", "H", "H", "H", "C", "O", "C", "C", "C", "N", "H", "H", "H", "H", "H", "H", "H", "H", "H", "H", "H", "C", "O", "C", "C", "C", "N", "H", "H", "H", "H", "H", "H", "H", "H", "H", "H", "H", "C", "O", "C", "C", "C", "N", "H", "H", "H", "H", "H", "H", "H", "H", "H", "H", "H", "O", "H", "H"],
  "positions_angstrom": [[-13.10, -15.68, -23.66], [-13.06, -16.37, -22.43], [-12.97, -17.80, -22.49], [-13.42, -18.35, -21.14], [-13.21, -19.89, -20.98], [-14.84, -18.13, -20.92], [-12.23, -15.86, -24.29], [-13.02, -14.62, -23.43], [-13.92, -16.00, -24.31], [-13.49, -18.15, -23.39], [-11.91, -18.01, -22.64], [-12.81, -17.89, -20.36], [-13.78, -20.31, -21.82], [-13.70, -20.45, -20.19], [-12.17, -20.14, -21.15], [-15.16, -18.27, -19.97], [-15.06, -17.17, -21.12], [-16.48, -23.20, -17.12], [-15.11, -22.78, -16.98], [-14.22, -23.56, -17.76], [-13.42, -24.28, -16.69], [-12.19, -23.49, -16.32], [-13.00, -25.66, -17.02], [-17.08, -22.65, -16.40], [-16.71, -24.26, -17.00], [-16.96, -22.83, -18.03], [-14.71, -24.18, -18.50], [-13.57, -22.83, -18.24], [-14.00, -24.33, -15.76], [-12.29, -22.41, -16.28], [-11.33, -23.58, -16.99], [-11.76, -23.87, -15.40], [-13.86, -26.18, -17.16], [-12.46, -26.13, -16.31], [-17.77, -18.70, -21.87], [-19.13, -18.77, -22.27], [-19.47, -20.13, -22.46], [-20.83, -20.36, -23.00], [-21.15, -21.85, -23.39], [-21.14, -19.57, -24.19], [-17.14, -19.46, -22.33], [-17.69, -18.90, -20.80], [-17.29, -17.73, -22.04], [-18.70, -20.56, -23.10], [-19.39, -20.65, -21.51], [-21.53, -20.03, -22.23], [-22.05, -21.86, -24.00], [-21.30, -22.53, -22.55], [-20.35, -22.29, -23.99], [-20.58, -19.80, -24.99], [-20.84, -18.63, -23.98], [-13.28, -16.16, -18.30], [-13.28, -15.65, -16.93], [-14.61, -15.80, -16.34], [-14.72, -15.01, -14.99], [-16.11, -15.07, -14.44], [-14.28, -13.68, -15.14], [-14.19, -16.53, -18.76], [-12.67, -17.06, -18.18], [-12.84, -15.35, -18.89], [-15.36, -15.28, -16.95], [-14.73, -16.87, -16.20], [-14.00, -15.22, -14.20], [-16.86, -14.33, -14.69], [-16.05, -14.97, -13.35], [-16.60, -16.04, -14.60], [-14.92, -13.21, -15.76], [-13.47, -13.73, -15.74], [-20.10, -20.07, -15.03], [-20.09, -19.61, -13.73], [-19.77, -18.22, -13.58], [-19.59, -17.79, -12.12], [-18.70, -16.58, -12.13], [-18.97, -18.71, -11.22], [-19.11, -19.83, -15.42], [-20.91, -19.70, -15.66], [-20.18, -21.16, -15.06], [-18.86, -17.95, -14.13], [-20.59, -17.64, -14.01], [-20.56, -17.54, -11.67], [-17.74, -16.85, -12.57], [-18.53, -16.23, -11.11], [-19.08, -15.76, -12.74], [-18.10, -19.15, -11.49], [-19.53, -19.53, -11.39], [-22.41, -17.99, -20.41], [-21.77, -16.94, -19.67], [-20.43, -17.28, -19.15], [-19.75, -15.92, -19.02], [-19.47, -15.18, -20.40], [-18.49, -15.98, -18.34], [-22.53, -18.88, -19.79], [-21.75, -18.29, -21.22], [-23.32, -17.50, -20.76], [-20.41, -17.69, -18.14], [-19.84, -17.87, -19.85], [-20.39, -15.32, -18.37], [-18.86, -14.28, -20.42], [-20.47, -14.80, -20.62], [-19.12, -15.88, -21.16], [-18.17, -16.89, -18.64], [-17.88, -15.38, -18.87], [-12.65, -19.71, -12.45], [-13.52, -20.78, -12.78], [-13.80, -20.76, -14.16], [-14.70, -19.71, -14.84], [-16.14, -19.89, -14.26], [-14.85, -19.92, -16.28], [-12.28, -19.77, -11.43], [-12.98, -18.67, -12.52], [-11.75, -19.60, -13.06], [-12.82, -20.78, -14.63], [-14.21, -21.73, -14.45], [-14.27, -18.72, -14.67], [-16.24, -19.85, -13.18], [-16.54, -20.90, -14.35], [-16.94, -19.20, -14.54], [-15.19, -20.85, -16.47], [-14.00, -19.66, -16.76], [-16.99, -19.12, -18.12], [-17.50, -19.89, -17.87], [-16.30, -19.06, -17.45]]
}

---

No. 5
{
  "formula": "C50H75F7N4O5S2",
  "method": "ωB97M-V with the def2-TZVPD basis set",
  "multiplicity": 3,
  "s2": 2.008,
  "orbital_gap_ev": 8.241,
  "homo_ev": -8.409,
  "de_lowest_ev": 0.746,
  "symbols": ["C", "C", "C", "C", "C", "C", "C", "C", "C", "C", "C", "C", "C", "C", "C", "C", "S", "C", "C", "C", "N", "C", "O", "C", "C", "C", "C", "C", "C", "C", "C", "C", "S", "O", "O", "C", "F", "F", "C", "F", "F", "C", "F", "F", "F", "N", "H", "H", "H", "H", "H", "H", "H", "H", "H", "H", "H", "H", "H", "H", "H", "H", "H", "H", "H", "H", "H", "H", "H", "H", "H", "H", "H", "H", "H", "H", "H", "H", "H", "H", "H", "H", "H", "H", "H", "C", "C", "C", "C", "C", "C", "N", "O", "C", "C", "C", "H", "H", "H", "H", "H", "H", "H", "H", "H", "H", "H", "H", "H", "H", "H", "H", "H", "H", "C", "C", "C", "C", "C", "C", "N", "O", "C", "C", "C", "H", "H", "H", "H", "H", "H", "H", "H", "H", "H", "H", "H", "H", "H", "H", "H", "H", "H"],
  "positions_angstrom": [[5.64, -1.84, -0.19], [5.43, -3.30, 0.32], [4.73, -3.35, 1.71], [3.25, -3.79, 1.65], [2.25, -2.63, 1.48], [0.78, -3.03, 1.76], [0.40, -2.96, 3.27], [-0.83, -2.05, 3.52], [-0.37, -0.57, 3.41], [-1.35, 0.43, 4.13], [-2.37, 0.90, 3.11], [-3.56, 0.19, 2.99], [-4.54, 0.55, 2.06], [-4.33, 1.67, 1.26], [-3.14, 2.39, 1.37], [-2.15, 2.00, 2.27], [-0.65, 3.00, 2.29], [-0.51, 3.42, 0.54], [-1.71, 3.61, -0.12], [-1.72, 3.91, -1.50], [-3.00, 4.07, -2.15], [-3.56, 2.99, -2.34], [-4.30, 2.09, -2.37], [-0.51, 4.03, -2.17], [-0.58, 4.33, -3.68], [0.71, 3.89, -1.51], [1.99, 4.05, -2.32], [2.52, 2.62, -2.66], [3.76, 2.64, -3.60], [3.58, 1.64, -4.76], [3.18, 0.21, -4.29], [0.73, 3.58, -0.13], [2.25, 3.43, 0.80], [2.08, 4.18, 2.02], [3.41, 3.87, 0.09], [2.63, 1.68, 1.31], [1.55, 0.93, 1.51], [3.27, 1.13, 0.24], [3.66, 1.64, 2.51], [4.47, 0.58, 2.26], [4.46, 2.71, 2.53], [3.03, 1.38, 3.93], [1.81, 1.88, 4.08], [3.82, 2.02, 4.83], [3.10, 0.09, 4.22], [-2.99, 3.53, 0.52], [6.43, -1.41, 0.44], [5.97, -1.82, -1.23], [4.70, -1.30, -0.04], [4.91, -3.92, -0.42], [6.43, -3.74, 0.45], [5.26, -4.12, 2.30], [4.84, -2.41, 2.27], [3.01, -4.30, 2.60], [3.15, -4.55, 0.85], [2.56, -1.74, 2.04], [2.29, -2.33, 0.41], [0.14, -2.35, 1.19], [0.67, -4.08, 1.44], [0.18, -3.94, 3.70], [1.24, -2.51, 3.82], [-1.23, -2.18, 4.54], [-1.61, -2.19, 2.75], [0.61, -0.45, 3.89], [-0.36, -0.28, 2.35], [-0.76, 1.28, 4.50], [-1.82, -0.11, 4.96], [-3.75, -0.69, 3.61], [-5.46, -0.02, 1.96], [-5.08, 1.96, 0.53], [-0.16, 3.44, -4.18], [0.07, 5.19, -3.89], [-1.61, 4.46, -4.00], [2.75, 4.67, -1.83], [1.80, 4.51, -3.29], [1.70, 2.15, -3.23], [2.65, 2.01, -1.76], [4.67, 2.41, -3.04], [3.80, 3.65, -4.04], [4.53, 1.55, -5.30], [2.84, 2.02, -5.48], [3.65, -0.59, -4.88], [3.33, 0.08, -3.21], [2.09, 0.12, -4.42], [-3.15, 4.38, 1.05], [-2.78, -5.55, 9.25], [-2.46, -5.08, 7.81], [-2.74, -6.22, 6.82], [-1.70, -7.34, 6.87], [-0.29, -6.77, 6.71], [0.02, -5.65, 7.71], [-1.05, -4.61, 7.73], [-0.92, -3.86, 6.66], [0.21, -6.25, 9.12], [1.38, -5.04, 7.36], [-3.45, -3.95, 7.53], [-3.81, -5.32, 9.52], [-2.67, -6.62, 9.39], [-2.15, -5.03, 9.98], [-2.77, -5.83, 5.80], [-3.73, -6.64, 7.02], [-1.78, -7.91, 7.80], [-1.89, -8.05, 6.06], [0.44, -7.57, 6.83], [-0.17, -6.40, 5.69], [0.34, -5.46, 9.86], [1.11, -6.87, 9.14], [-0.61, -6.89, 9.44], [1.43, -4.67, 6.34], [2.17, -5.79, 7.47], [1.62, -4.21, 8.03], [-3.28, -3.11, 8.20], [-4.47, -4.30, 7.68], [-3.39, -3.58, 6.50], [-2.69, 2.74, -10.61], [-2.66, 2.56, -9.07], [-3.81, 3.37, -8.44], [-3.56, 4.87, -8.43], [-2.21, 5.20, -7.80], [-1.05, 4.43, -8.44], [-1.33, 2.97, -8.53], [-1.18, 2.44, -7.35], [-0.76, 5.01, -9.84], [0.23, 4.70, -7.64], [-2.93, 1.07, -8.84], [-3.29, 1.97, -11.09], [-3.12, 3.69, -10.92], [-1.69, 2.66, -11.03], [-3.96, 3.04, -7.40], [-4.74, 3.15, -8.96], [-3.62, 5.28, -9.44], [-4.35, 5.37, -7.86], [-2.02, 6.27, -7.88], [-2.26, 4.97, -6.73], [0.00, 4.42, -10.35], [-0.37, 6.03, -9.75], [-1.63, 5.07, -10.48], [0.12, 4.44, -6.59], [0.49, 5.75, -7.68], [1.07, 4.14, -8.05], [-2.13, 0.46, -9.27], [-3.87, 0.79, -9.32], [-3.02, 0.82, -7.79]]
}

---

No. 6
{
  "formula": "C28H29N3O5S",
  "method": "ωB97M-V with the def2-TZVPD basis set",
  "multiplicity": 1,
  "orbital_gap_ev": 6.844,
  "homo_ev": -6.294,
  "de_lowest_ev": 4.286,
  "symbols": ["C", "O", "C", "C", "C", "C", "C", "O", "C", "C", "N", "C", "C", "C", "C", "C", "C", "C", "C", "C", "C", "O", "N", "C", "C", "C", "H", "H", "H", "H", "H", "H", "H", "H", "H", "H", "H", "H", "H", "H", "H", "H", "H", "H", "H", "H", "H", "C", "C", "C", "C", "C", "S", "N", "O", "O", "C", "C", "H", "H", "H", "H", "H", "H", "H", "H"],
  "positions_angstrom": [[-1.58, 0.96, 3.39], [-1.86, 1.43, 2.05], [-3.06, 1.16, 1.50], [-4.09, 0.41, 2.09], [-5.31, 0.28, 1.43], [-5.54, 0.90, 0.19], [-4.50, 1.65, -0.39], [-4.56, 2.30, -1.58], [-5.73, 2.16, -2.41], [-3.27, 1.74, 0.25], [-2.29, 2.64, -0.29], [-0.97, 2.38, -0.51], [-0.42, 1.03, -0.43], [0.99, 1.00, -0.45], [1.65, -0.31, -0.54], [3.20, -0.31, -0.31], [3.79, -0.63, 0.92], [5.19, -0.54, 1.06], [5.99, -0.18, -0.04], [5.39, 0.08, -1.27], [4.00, 0.01, -1.39], [-1.17, 0.03, -0.30], [-0.37, 3.58, -0.71], [1.04, 3.92, -0.85], [-1.32, 4.59, -0.72], [-2.51, 4.01, -0.46], [-0.61, 1.39, 3.63], [-2.34, 1.32, 4.10], [-1.52, -0.13, 3.42], [-3.93, -0.06, 3.06], [-6.12, -0.29, 1.89], [-6.50, 0.80, -0.32], [-5.49, 2.73, -3.31], [-5.92, 1.11, -2.67], [-6.62, 2.59, -1.92], [1.56, 1.76, -1.02], [1.20, -1.03, 0.16], [3.19, -0.95, 1.77], [5.68, -0.73, 2.01], [7.08, -0.09, 0.05], [5.96, 0.32, -2.16], [3.54, 0.16, -2.36], [1.11, 5.01, -0.87], [1.62, 3.54, 0.00], [1.46, 3.54, -1.79], [-1.04, 5.61, -0.89], [-3.48, 4.43, -0.36], [2.28, -5.26, 2.35], [1.85, -4.48, 1.14], [2.70, -4.34, 0.04], [2.32, -3.62, -1.09], [1.06, -3.00, -1.12], [0.65, -1.90, -2.50], [1.33, -0.56, -1.83], [1.46, -2.10, -3.67], [-0.80, -1.78, -2.56], [0.19, -3.15, -0.03], [0.60, -3.87, 1.09], [1.48, -5.26, 3.09], [2.50, -6.30, 2.08], [3.18, -4.85, 2.81], [3.69, -4.81, 0.07], [3.00, -3.50, -1.93], [1.80, 0.07, -2.51], [-0.77, -2.64, -0.02], [-0.05, -3.95, 1.96]]
}